(1)
77
Properties=species:S:1:pos:R:3 method="wB97M-V/def2-TZVPD" multiplicity=3 charge=0 energy_ev=-62913.51202 s2=2.008 e_above_lowest_kcal_mol=0.0 fmax_ev_per_a=1.94
N -4.39113 2.97956 -4.04958
P -4.71787 1.31199 -4.10196
O -4.69110 1.00410 -2.51011
O -6.38403 1.54074 -4.49063
C -7.14771 0.49985 -4.19242
O -6.76615 -0.56145 -3.75408
O -8.45528 0.73563 -4.48540
C -9.23534 1.21975 -3.39101
P -9.04620 2.95525 -2.89348
O -10.03295 3.22452 -1.85096
O -9.30884 3.87712 -4.17829
O -7.55448 3.21528 -2.34765
H -5.11228 3.41783 -3.47837
H -3.55647 3.04786 -3.47208
H -4.99988 0.10917 -2.33805
H -9.09224 0.59171 -2.52011
H -10.26190 1.15269 -3.71325
H -8.56960 4.46291 -4.34547
H -7.29162 4.11014 -2.56965
C 1.52972 -1.67452 -2.43380
C 0.90250 -0.28302 -2.69474
C 1.83069 0.81622 -2.18107
C 1.85846 0.92542 -0.65800
C 0.44565 1.05772 -0.09475
C -0.48497 -0.05558 -0.56608
N -0.44451 -0.18814 -2.05349
O -1.12614 0.76241 -2.59664
C -0.09705 -1.37568 0.12521
C -1.91054 0.23194 -0.11407
C 0.76553 -0.16184 -4.20668
H 0.76214 -2.42786 -2.26227
H 2.10224 -2.00463 -3.29903
H 2.21715 -1.68320 -1.58854
H 1.51733 1.78027 -2.59478
H 2.83833 0.63427 -2.56063
H 2.36314 0.06220 -0.21701
H 2.44741 1.79772 -0.36749
H 0.47799 1.05658 0.99663
H 0.03506 2.02869 -0.39144
H -0.69231 -2.20371 -0.26262
H -0.28981 -1.29710 1.19470
H 0.95362 -1.63441 0.03006
H -2.27250 1.19563 -0.46626
H -1.94714 0.24258 0.97447
H -2.59468 -0.54036 -0.46858
H 0.09396 -0.92446 -4.60329
H 1.74469 -0.29661 -4.66342
H 0.39474 0.81446 -4.51140
C 3.02212 -0.99656 5.42022
C 3.09267 -1.73578 4.06158
C 4.01481 -2.94944 4.16707
C 5.49814 -2.58816 4.23396
C 5.88370 -1.67108 3.07390
C 4.99790 -0.43089 2.97574
N 3.55374 -0.80950 2.98319
O 3.21943 -1.27726 1.82903
C 5.32744 0.53499 4.12762
C 5.32247 0.33791 1.70170
C 1.67375 -2.20472 3.76733
H 2.86982 0.07282 5.28113
H 2.18042 -1.35670 6.00882
H 3.90975 -1.14182 6.03450
H 3.85529 -3.60041 3.30202
H 3.73256 -3.53209 5.04616
H 5.73785 -2.11712 5.19099
H 6.09574 -3.49982 4.19017
H 6.92439 -1.35774 3.17432
H 5.81895 -2.23806 2.14013
H 4.64562 1.38588 4.12637
H 6.33953 0.91847 4.00324
H 5.29653 0.07570 5.11161
H 5.21563 -0.27580 0.80941
H 6.35433 0.68346 1.74240
H 4.67645 1.21081 1.59717
H 0.99281 -1.35769 3.66828
H 1.32731 -2.82748 4.59029
H 1.61522 -2.80159 2.85928

(2)
69
Properties=species:S:1:pos:R:3 method="wB97M-V/def2-TZVPD" multiplicity=1 charge=+3 energy_ev=-63205.17493 e_above_lowest_kcal_mol=0.0 fmax_ev_per_a=2.74
Y 0.91479 0.53417 0.14845
P 1.65809 -1.02034 2.44231
P 2.10535 -0.99640 -1.95995
P -0.87801 -1.55855 0.15610
H -0.05480 3.03855 -0.54416
C -0.67732 2.45982 0.15896
C -0.34957 2.23183 1.47951
H 0.50061 2.71737 1.98754
C 2.99311 -0.25507 3.43767
C 2.35238 -2.70729 2.23733
C 0.41495 -1.34703 3.74166
C 1.60281 -0.47940 -3.64527
C 3.91088 -0.81163 -2.11990
C 1.96543 -2.81681 -2.09504
C -2.27702 -1.06017 1.22725
C -0.83072 -3.33619 0.55043
C -1.53503 -1.66792 -1.54224
H -1.69153 2.28016 -0.18813
H -1.06850 1.76364 2.16443
H 2.79034 0.81495 3.56415
H 3.96252 -0.38295 2.94208
H 3.03117 -0.73676 4.42257
H 3.28441 -2.64969 1.66201
H 1.65406 -3.37348 1.71572
H 2.56818 -3.11221 3.23526
H -0.02099 -0.39384 4.06815
H 0.93552 -1.81819 4.58711
H -0.38829 -2.00896 3.39201
H 2.14153 -1.08956 -4.38249
H 1.85560 0.57847 -3.78842
H 0.52126 -0.59969 -3.77709
H 4.24259 -1.30825 -3.04500
H 4.41921 -1.26894 -1.26033
H 4.18035 0.25185 -2.16285
H 2.57173 -3.13974 -2.95508
H 0.92752 -3.14649 -2.23523
H 2.36146 -3.28060 -1.18007
H -3.13656 -1.69390 0.97569
H -2.54831 -0.00821 1.07040
H -2.01583 -1.18712 2.28532
H -1.81221 -3.75472 0.27879
H -0.64842 -3.49057 1.62058
H -0.04656 -3.84429 -0.02625
H -2.52666 -2.13951 -1.50555
H -0.87097 -2.26254 -2.18781
H -1.63996 -0.66513 -1.97958
C -5.31989 1.59547 -1.55318
C -5.85926 1.49056 -2.84697
C -6.99763 2.22517 -3.17872
C -7.61312 3.05790 -2.23598
C -7.11465 3.10130 -0.92843
C -5.97729 2.36908 -0.58155
S -3.82245 0.78846 -1.14289
H -2.92882 1.83381 -1.27375
H -5.36499 0.84507 -3.57398
H -7.43240 2.16346 -4.17717
H -8.48261 3.65875 -2.50284
H -7.59995 3.69764 -0.15583
H -5.55955 2.39599 0.42435
C 5.18698 0.99496 0.59448
C 3.96770 1.76303 0.89488
C 4.11655 3.00829 1.66304
O 2.83972 1.37045 0.45791
H 6.02767 1.41400 1.16117
H 5.44573 1.07491 -0.47636
H 5.08474 -0.07046 0.87004
H 3.14474 3.49682 1.83949
H 4.60874 2.78731 2.62542
H 4.80141 3.67938 1.12586

(3)
68
Properties=species:S:1:pos:R:3 method="wB97M-V/def2-TZVPD" multiplicity=1 charge=+1 energy_ev=-55255.65095 fmax_ev_per_a=0.93
Pd -1.57252 0.15848 -0.33563
C -2.14085 -0.67257 1.75749
C -3.17231 -1.33270 0.99551
C -3.87199 -0.33699 0.34127
C -3.33483 0.99933 0.75754
C -2.33449 0.76753 1.70373
C -1.68876 1.76571 2.60871
C -3.96161 2.31237 0.41397
C -5.03922 -0.53925 -0.56771
C -3.40324 -2.80450 0.87802
C -1.20599 -1.34459 2.70219
H -2.25207 1.86445 3.53973
H -1.64764 2.74990 2.14303
H -0.66896 1.49105 2.86926
H -4.81080 2.52831 1.06749
H -4.32843 2.33289 -0.61130
H -3.24519 3.12654 0.51940
H -4.82638 -1.25044 -1.37090
H -5.39149 0.39194 -1.00710
H -5.86948 -0.96522 0.00081
H -4.24337 -3.12973 1.49465
H -2.53086 -3.37662 1.19232
H -3.62036 -3.09387 -0.15189
H -1.69131 -1.42991 3.67968
H -0.29335 -0.77172 2.84919
H -0.95265 -2.35404 2.37991
C -3.48741 1.65549 -3.33000
Te -2.36883 -0.06847 -2.82205
C -0.77464 0.40597 -4.13354
H -2.84293 2.52912 -3.28865
H -4.30641 1.76189 -2.62590
H -3.87836 1.50769 -4.33311
H -1.18567 0.46151 -5.13843
H -0.03545 -0.39031 -4.08870
H -0.33744 1.35669 -3.84518
C 4.08596 -2.61018 2.29470
Si 3.15245 -2.54776 0.68562
C 4.29501 -2.11826 -0.72003
C 2.27036 -4.15394 0.35827
C 1.82344 -1.21540 0.86648
Te 0.75943 -0.75334 -0.91788
C 1.73890 1.01035 -1.59651
Si 2.74080 2.12468 -0.44428
C 4.38796 1.36352 -0.01766
C 3.03226 3.68820 -1.41471
C 1.72029 2.48761 1.06768
H 4.85515 -3.38403 2.26748
H 3.42387 -2.83170 3.13364
H 4.58301 -1.65959 2.49810
H 4.98694 -2.94758 -0.88561
H 4.89227 -1.23038 -0.50653
H 3.76359 -1.95640 -1.65959
H 2.98533 -4.95283 0.15298
H 1.60977 -4.08447 -0.50956
H 1.67113 -4.46052 1.21810
H 2.20235 -0.27525 1.26620
H 1.05287 -1.56866 1.54856
H 0.89667 1.60666 -1.95804
H 2.33546 0.71545 -2.46163
H 4.93164 1.10987 -0.93117
H 4.33679 0.46658 0.59995
H 4.99208 2.09546 0.52320
H 3.52741 3.47732 -2.36469
H 3.67484 4.37091 -0.85548
H 2.09780 4.21074 -1.62719
H 1.45947 1.58544 1.62356
H 0.78480 2.97188 0.77327
H 2.24521 3.15965 1.74900